# 1
Entry from the Open Molecules 2025 dataset: 5 unconnected molecules or ions with the total composition C30H52NO8P at a distorted geometry (the ωB97M-V functional and the def2-TZVPD basis).

Gap between HOMO and LUMO = 7.111 eV
HOMO = -8.5085 eV
Structure (SMILES) = C#CCc1c(N)c(OCCCC)cc2c1C(=O)C=C(P(C)O)C2=O.CC(C)O.CC(C)O.CC(C)O.CC(C)O
Energy = -59099.6076 eV

```
! RIJCOSX wB97M-V def2-TZVPD def2/J DEFGRID3
* xyz 0 1
C 0.04693 0.53278 2.37672
C -0.11009 0.96373 1.13185
C -0.36463 1.17527 -0.45714
C -0.61965 -0.23162 -1.18952
C -1.93830 -1.03174 -0.76877
N -2.81932 -0.45137 0.30068
C -2.27959 -2.42197 -1.49700
O -3.51930 -3.04295 -1.07751
C -4.53142 -2.85073 -2.14651
C -5.48190 -1.57207 -1.90414
C -4.89614 -0.15855 -2.42373
C -4.00428 -0.22859 -3.76771
C -1.33147 -3.07557 -2.60166
C -0.01957 -2.25521 -2.94785
C 0.34171 -0.84428 -2.27134
C 1.72631 -0.12162 -2.73141
O 1.86294 1.13629 -2.87585
C 2.94934 -1.16096 -3.03951
C 2.62263 -2.44712 -3.64778
P 4.07204 -3.65718 -3.93701
C 5.10743 -3.69797 -2.31392
O 4.99665 -2.95366 -5.21837
C 1.07453 -2.81819 -4.02099
O 0.75134 -3.46102 -5.07300
H 0.02781 -0.05916 3.37154
H 0.44107 1.83826 -0.93590
H -1.36432 1.77442 -0.54274
H -3.72608 -0.96657 0.33473
H -2.31971 -0.68285 1.18035
H -4.05425 -2.91687 -3.19101
H -5.22201 -3.79000 -2.05611
H -6.57140 -1.73937 -2.28942
H -5.59824 -1.47049 -0.74434
H -5.82464 0.50309 -2.68376
H -4.30007 0.44114 -1.64233
H -3.46668 0.80412 -3.87610
H -3.15412 -1.01013 -3.71890
H -4.63624 -0.35403 -4.72107
H -1.57959 -4.09236 -3.09629
H 4.04268 -0.90611 -2.76734
H 5.97201 -4.46080 -2.38472
H 4.45563 -3.84024 -1.37307
H 5.56802 -2.62675 -2.22588
H 5.79616 -2.53820 -4.79355
C 4.03854 1.93337 -0.66941
C 3.94226 3.22667 0.12397
C 4.96802 3.26660 1.24599
O 2.63224 3.34736 0.67512
H 3.84348 1.06624 -0.02853
H 3.28739 1.91426 -1.46425
H 5.02865 1.81860 -1.12002
H 4.09473 4.07976 -0.54389
H 4.80569 2.44629 1.95324
H 4.87910 4.19664 1.81497
H 5.98589 3.19247 0.85323
H 2.48681 2.59573 1.26881
C -5.12574 -1.83530 -7.57890
C -6.14324 -0.92695 -8.25067
C -5.51116 -0.12508 -9.37742
O -6.69189 -0.03365 -7.28379
H -4.31191 -1.25113 -7.13622
H -5.59128 -2.39672 -6.76339
H -4.69772 -2.54468 -8.29240
H -6.96844 -1.52745 -8.64490
H -4.71088 0.51891 -8.99762
H -6.25120 0.53196 -9.84335
H -5.09477 -0.78312 -10.14498
H -5.96846 0.50276 -6.92885
C 0.61191 -0.61383 7.27243
C 1.56168 -0.70060 6.08845
C 2.80795 -1.49961 6.43532
O 1.93907 0.61400 5.68722
H 1.08795 -0.10897 8.11928
H -0.27393 -0.02676 7.01246
H 0.29049 -1.60825 7.59466
H 1.05042 -1.16670 5.24015
H 3.36066 -1.02560 7.25326
H 3.48691 -1.54357 5.57873
H 2.55259 -2.52054 6.73234
H 2.39345 1.03539 6.43318
C 2.08873 4.39540 7.64423
C 1.92367 3.51495 8.87274
C 2.58144 4.13853 10.09347
O 2.50644 2.23701 8.62151
H 3.14773 4.53212 7.40055
H 1.62144 3.92923 6.77177
H 1.63682 5.37872 7.79961
H 0.85962 3.35476 9.07000
H 3.65758 4.26630 9.93520
H 2.46530 3.48943 10.96622
H 2.14423 5.11412 10.32222
H 3.44956 2.36811 8.44560
*
```

---

# 2
Entry from the Open Molecules 2025 dataset: a molecular structure, C20H14F3N4O2Tl at a distorted geometry (the ωB97M-V functional and the def2-TZVPD basis).

Gap between HOMO and LUMO = 7.953 eV
HOMO = -8.9216 eV
Energy = -43867.3976 eV

```
! RIJCOSX wB97M-V def2-TZVPD def2/J DEFGRID3
* xyz 0 1
Tl -0.57911 -3.45298 1.03210
O 3.53245 0.84859 -5.10048
C 3.54890 1.48869 -3.86751
O 4.13900 2.46584 -3.68871
C 2.82394 0.79785 -2.77437
C 2.31117 1.71868 -1.80179
C 1.77909 1.28423 -0.61486
C 1.57077 -0.08675 -0.46283
C 2.03111 -0.94100 -1.44530
C 2.69547 -0.53949 -2.59670
N 1.01136 -0.75877 0.65753
C 0.69042 0.01270 1.60059
C 0.23062 -0.51025 2.94814
C -0.44318 0.29234 3.88310
C -0.97285 -0.28153 5.06649
C -0.67087 -1.59090 5.30667
C -0.11529 -2.32955 4.26089
N 0.41838 -1.81895 3.17897
H 2.85441 0.15927 -5.04620
H 2.38243 2.77925 -2.04211
H 1.45054 2.05810 0.02510
H 1.99554 -2.01550 -1.38343
H 3.10143 -1.18181 -3.31261
H 0.74169 1.08529 1.53553
H -0.63329 1.35937 3.60933
H -1.56864 0.30626 5.72909
H -1.04366 -2.15402 6.24575
H -0.04287 -3.45215 4.53620
F -2.98518 3.19105 -2.16211
C -1.83463 2.62108 -1.75299
F -0.85210 2.87094 -2.64175
F -1.54305 3.26696 -0.65418
C -1.91348 1.17094 -1.55156
C -1.22597 0.25830 -2.38392
C -1.32768 -1.08811 -2.04376
N -1.96489 -1.55883 -0.97251
C -2.71569 -0.69948 -0.30135
C -2.73039 0.64976 -0.55325
H -0.64488 0.53310 -3.25354
H -0.76110 -1.74533 -2.70473
H -3.35561 -1.06239 0.47559
H -3.19632 1.32788 0.14557
N -3.55017 -2.61859 2.79926
C -2.63780 -2.66012 2.07660
*
```

---

# 3
Entry from the Open Molecules 2025 dataset: a molecular structure, C20H50CaNO2P2Si4Te at a distorted geometry (the ωB97M-V functional and the def2-TZVPD basis).

Energy relative to the best compared isomer or geometry (same formula, charge and spin) = 184.7 kcal per mole
Gap between HOMO and LUMO (spin up / spin down) = 2.756 / 2.932 eV
HOMO (spin up / spin down) = -9.2138 / -9.3108 eV
Energy = -102946.6326 eV

```
! RIJCOSX wB97M-V def2-TZVPD def2/J DEFGRID3
* xyz 1 1
Ca 1.65645 -1.20513 -0.69306
P 3.31257 -0.53417 0.80066
C 4.51022 -1.83604 0.42574
C 3.99899 -3.11479 -0.08426
N 2.77984 -3.07841 -0.67296
C 2.27551 -4.20646 -1.23234
C 2.95999 -5.42325 -1.18625
C 4.20895 -5.46297 -0.55741
C 4.74128 -4.29434 -0.00138
C 0.90530 -4.07257 -1.89087
P 0.55468 -2.28374 -2.41854
H 5.71054 -4.30625 0.47391
H 2.53645 -6.31395 -1.62695
H 4.76302 -6.38910 -0.50865
H 0.81954 -4.73481 -2.75247
H 0.14832 -4.37307 -1.16612
H 6.32797 -1.47148 -1.62205
H 5.43950 -1.82800 0.97593
H 4.62582 0.10152 -3.87011
O 6.57091 -1.14480 -2.56023
H 7.56286 -1.00704 -2.60320
H 1.68702 0.11955 -1.43134
O 3.77140 0.55347 -4.24450
H 3.02335 -0.10277 -4.13822
C 1.28954 -2.28156 -4.15329
H 0.85332 -3.07952 -4.75419
H 1.09144 -1.32939 -4.64673
H 2.36825 -2.43501 -4.10726
C -1.29947 -2.32294 -2.73393
H -1.62078 -1.38809 -3.19334
H -1.55817 -3.14667 -3.39916
H -1.83470 -2.45018 -1.79238
C 2.98856 -0.65664 2.59740
H 3.90926 -0.54172 3.16802
H 2.29000 0.11894 2.91013
H 2.54970 -1.62378 2.84106
C 4.13441 1.06874 0.47740
H 3.49553 1.89051 0.79980
H 5.07802 1.13938 1.01723
H 4.33193 1.20030 -0.58607
C -4.83909 -0.00471 -0.72217
Si -4.26051 0.45991 0.99483
C -5.62051 1.41156 1.83958
C -3.98980 -1.16112 1.88458
Si -2.32453 1.62100 0.87687
Te -1.06922 0.07439 -0.53170
Si -2.44519 3.45823 -0.42818
C -3.71558 4.66668 0.20209
C -0.78416 4.30193 -0.54227
C -2.88053 2.97304 -2.18253
Si -1.40639 2.00399 2.90597
C -2.53238 3.11687 3.89376
C -1.12927 0.42081 3.85354
C 0.26673 2.81609 2.76895
H -5.74809 -0.63479 -0.64128
H -4.04991 -0.58002 -1.24799
H -5.08967 0.90333 -1.29781
H -6.53900 0.78915 1.85297
H -5.32399 1.65002 2.87847
H -5.82068 2.34628 1.28073
H -3.17903 -1.73196 1.38568
H -3.72860 -0.98078 2.94079
H -4.92585 -1.75434 1.85268
H -3.44872 4.99185 1.22638
H -3.74011 5.54868 -0.47232
H -4.71079 4.18319 0.20703
H -0.01991 3.57685 -0.89250
H -0.85128 5.14185 -1.26313
H -0.49848 4.71116 0.44137
H -2.12267 2.26326 -2.57469
H -3.87996 2.50905 -2.21823
H -2.88552 3.88057 -2.81967
H -3.51470 2.62413 4.03039
H -2.08093 3.31251 4.88743
H -2.67060 4.07630 3.35647
H -0.47612 -0.25780 3.26807
H -0.64121 0.66043 4.82248
H -2.09384 -0.06888 4.06950
H 0.94407 2.17665 2.15999
H 0.17588 3.81217 2.30831
H 0.69281 2.93869 3.78553
*
```